(1)
10
Properties=species:S:1:pos:R:3:forces:R:3 method="wB97M-V/def2-TZVPD" max_force_ha_per_bohr=0.0857 smiles=C[Si@@H]1CO1 homo_energy_ev=-9.37 relative_energy_ev=1.777 gap_ev=10.32 lumo_ev=0.9
C -0.8927 -0.3747 1.2506 -0.196 2.891 3.321
Si 0.2055 0.5866 0.0621 -0.813 -0.550 -0.928
C 0.8054 0.0096 -1.5859 -1.318 -1.727 0.946
O 1.6483 -0.1174 -0.3596 0.790 1.349 0.117
H -0.3028 -0.8874 2.0472 -0.001 0.685 -0.415
H -1.7178 0.2838 1.8674 2.228 -1.217 -1.608
H -1.4557 -1.1563 0.9087 -1.396 -1.929 -1.699
H 0.0305 2.0639 0.1143 0.325 -0.286 0.371
H 1.0153 0.6317 -2.4457 0.877 0.384 0.322
H 0.6641 -1.0399 -1.8591 -0.495 0.400 -0.428

=====

(2)
10
Properties=species:S:1:pos:R:3:forces:R:3 method="wB97M-V/def2-TZVPD" max_force_ha_per_bohr=0.1023 homo_energy_ev=-8.68 relative_energy_ev=2.066 gap_ev=8.23 lumo_ev=-0.5
C 0.5484 -0.0135 -0.0219 -1.543 -1.285 -3.699
C -0.9942 -0.2245 -1.1374 5.177 0.184 0.919
P 1.8510 -0.9637 -0.6109 -1.816 0.765 0.445
P 0.3733 0.7901 1.5440 2.956 -0.576 1.368
H -0.8596 -1.2627 -1.2321 -0.294 -1.198 -0.711
H -1.1187 0.3287 -2.0468 0.440 0.363 -0.274
H -1.6802 -0.0284 -0.4322 -2.708 0.812 2.233
H 2.6210 -1.1633 0.5567 0.182 0.558 0.280
H -0.8228 0.4251 2.0099 -1.960 -0.567 0.247
H 0.0819 2.1121 1.3706 -0.434 0.944 -0.809

=====

(3)
9
Properties=species:S:1:pos:R:3:forces:R:3 method="wB97M-V/def2-TZVPD" max_force_ha_per_bohr=0.0901 homo_energy_ev=-9.14 relative_energy_ev=1.932 gap_ev=8.87 lumo_ev=-0.3
C -0.9199 -0.0059 -0.4343 1.497 0.359 -1.791
C 0.3601 0.5075 0.2959 -1.662 -0.476 0.523
S 1.8302 -0.3993 -0.2340 -0.917 -2.709 3.643
H -0.4643 -0.1446 -1.4202 -0.630 0.246 -0.528
H -1.2368 -1.0328 -0.2791 -0.105 0.062 1.003
H -1.7539 0.6934 -0.5795 0.248 -0.176 0.574
H 0.2745 0.2999 1.3555 0.048 0.532 0.167
H 0.4917 1.5741 0.1550 0.049 0.102 -0.165
H 1.4185 -1.4923 1.1406 1.474 2.061 -3.425

=====

Repeat the first record exactly.
10
Properties=species:S:1:pos:R:3:forces:R:3 method="wB97M-V/def2-TZVPD" max_force_ha_per_bohr=0.0857 smiles=C[Si@@H]1CO1 homo_energy_ev=-9.37 relative_energy_ev=1.777 gap_ev=10.32 lumo_ev=0.9
C -0.8927 -0.3747 1.2506 -0.196 2.891 3.321
Si 0.2055 0.5866 0.0621 -0.813 -0.550 -0.928
C 0.8054 0.0096 -1.5859 -1.318 -1.727 0.946
O 1.6483 -0.1174 -0.3596 0.790 1.349 0.117
H -0.3028 -0.8874 2.0472 -0.001 0.685 -0.415
H -1.7178 0.2838 1.8674 2.228 -1.217 -1.608
H -1.4557 -1.1563 0.9087 -1.396 -1.929 -1.699
H 0.0305 2.0639 0.1143 0.325 -0.286 0.371
H 1.0153 0.6317 -2.4457 0.877 0.384 0.322
H 0.6641 -1.0399 -1.8591 -0.495 0.400 -0.428